(1)
C21H28F16N2O5 | ωB97M-V/def2-TZVPD

## Properties
orbital gap (alpha / beta) = 6.83 / 6.97 eV
electronic energy = -2900.58882 a.u.
M = 692.4 g/mol
2S+1 = 2
net charge = -1
⟨S²⟩ = 0.754

Geometry as XYZ:
```
72
Properties=species:S:1:pos:R:3:forces:R:3:mulliken_charge:R:1
C -2.95825 -2.43068 -3.30195 -0.3 0.1 0.3 -1.78
C -1.81889 -2.65001 -2.29116 1.4 1.2 -0.3 2.10
C -0.94448 -1.36866 -2.33797 -0.1 -0.2 -0.5 -2.13
C -0.91525 -3.82679 -2.69102 -0.4 -0.5 0.5 -2.47
C -0.50355 -4.78640 -1.56294 -0.1 0.6 -0.1 2.92
C 0.14448 -6.00856 -2.18780 0.3 -0.2 -0.2 -1.66
N 1.36448 -5.73946 -2.96686 -0.2 -0.1 -0.4 -0.68
C 0.50330 -4.15878 -0.54348 1.3 -0.3 0.8 -0.27
O 1.29853 -4.98908 -0.01406 -1.0 1.0 -0.4 -0.83
O 0.46219 -2.90796 -0.34778 -0.2 -0.9 -0.1 -0.58
C -1.76692 -5.22074 -0.82665 0.2 0.2 -0.3 -2.67
C -2.75668 -4.09436 -0.45319 0.2 -0.6 1.6 2.19
C -2.84077 -4.03319 1.08026 -0.3 -0.3 -0.4 -1.90
C -4.15636 -4.47293 -0.93771 0.3 0.1 -0.9 -2.34
N -2.32755 -2.75777 -0.90970 -1.4 -0.6 -1.1 1.22
O -3.14587 -1.82567 -0.58745 0.4 0.1 0.3 -0.73
H -3.92412 -2.74839 -2.92912 -0.1 -0.3 0.0 0.37
H -3.05131 -1.37569 -3.51595 -0.1 0.3 0.0 0.45
H -2.73393 -2.90974 -4.24591 0.0 -0.3 -0.2 0.36
H 0.08219 -1.59488 -2.11249 0.2 0.0 0.5 0.40
H -1.34132 -0.60029 -1.68854 -0.1 0.1 0.2 0.40
H -0.95433 -0.99730 -3.35971 -0.1 0.2 -0.2 0.52
H -1.42844 -4.42586 -3.44430 -0.2 -0.2 -0.1 0.45
H -0.02730 -3.45090 -3.17710 0.2 0.3 -0.2 0.48
H -0.58468 -6.47931 -2.84814 -0.1 -0.1 -0.2 0.61
H 0.38754 -6.74202 -1.43109 0.0 0.0 0.4 0.41
H 1.76956 -4.84674 -2.71172 0.1 -0.1 0.3 0.32
H 1.11476 -5.66629 -3.94555 0.1 0.1 0.0 0.30
H -2.31048 -5.94158 -1.43529 0.0 -0.1 -0.3 0.41
H -1.45193 -5.76868 0.05160 0.0 -0.1 0.4 0.45
H -3.74207 -3.51941 1.39284 0.1 0.4 0.2 0.42
H -1.94556 -3.61329 1.50552 0.3 0.3 0.2 0.35
H -2.92980 -5.05597 1.42783 0.0 -0.2 0.2 0.48
H -4.53002 -5.30561 -0.35656 -0.1 -0.1 0.3 0.47
H -4.83694 -3.63262 -0.89993 -0.2 0.2 0.2 0.41
H -4.09873 -4.82348 -1.96536 -0.1 0.0 -0.3 0.49
C 2.59830 1.06360 2.65608 0.6 -0.2 -0.2 -0.91
C 1.62669 2.12507 3.21454 -0.3 -0.5 -0.5 1.10
C 1.28384 2.07393 4.70619 0.0 0.3 0.2 -0.01
F 0.64836 0.94771 5.05119 0.0 -0.2 -0.2 -0.21
F 0.45841 3.11482 5.00006 0.1 0.0 -0.1 -0.27
F 0.50454 2.15391 2.47230 -0.1 0.0 0.1 -0.27
F 2.24581 3.33804 3.02827 0.2 0.1 0.2 -0.35
O 2.08508 -0.04628 1.95335 -0.7 0.2 0.4 -0.29
C 1.72282 -1.23462 2.58036 0.6 0.1 -0.1 0.68
C 0.23488 -1.54308 2.40297 -0.3 -0.1 -0.4 0.85
F -0.52211 -0.54485 2.93098 0.1 0.1 0.2 -0.29
F -0.04954 -2.67797 3.08289 0.0 0.0 0.1 -0.29
F 2.09269 -1.22746 3.89009 -0.2 0.2 0.0 -0.33
F 2.41748 -2.20958 1.99568 0.1 -0.1 0.0 -0.23
H 3.16199 1.60193 1.89377 0.0 0.1 0.0 0.43
H 3.33086 0.76241 3.40641 -0.2 0.0 0.2 0.28
H 2.19033 2.17463 5.31022 0.0 0.0 -0.1 0.28
H -0.00557 -1.67126 1.34314 0.2 -0.1 0.0 -0.15
C 0.70678 6.98278 0.88366 -0.2 0.1 0.6 -0.81
C 0.63925 6.11816 -0.39002 0.0 0.6 -0.2 0.85
C 1.83578 5.22297 -0.71783 0.2 -0.5 -0.1 0.31
F 2.96148 5.93462 -0.93881 0.0 0.4 0.1 -0.24
F 1.58100 4.52518 -1.84729 -0.2 0.1 0.0 -0.26
F 0.33433 6.90050 -1.45125 0.1 0.0 0.0 -0.28
F -0.40624 5.26865 -0.20859 0.0 -0.1 0.1 -0.31
O 1.02940 8.36645 0.76092 0.4 -0.2 -0.7 -0.40
C 2.31600 8.84758 0.79673 -0.4 -0.4 0.5 0.85
C 2.69641 9.55834 -0.50592 0.0 0.2 -0.2 0.19
F 2.61877 8.72481 -1.55667 0.0 -0.2 0.0 -0.22
F 3.97278 10.00160 -0.41081 0.0 0.0 0.1 -0.26
F 3.21289 7.90561 1.13719 0.0 -0.1 -0.2 -0.28
F 2.35601 9.79109 1.76860 0.0 0.1 0.0 -0.31
H -0.31969 7.00076 1.24516 0.0 0.0 -0.1 0.40
H 1.28671 6.50028 1.66975 0.2 -0.1 -0.2 0.43
H 2.02043 4.51127 0.09205 -0.1 0.1 0.1 0.09
H 2.03158 10.40752 -0.67696 0.0 0.0 0.1 0.23
```
Positions in Å, forces in eV/Å.



(2)
C21H28N2O | ωB97M-V/def2-TZVPD

## Properties
orbital gap = 8.47 eV
electronic energy = -1001.12712 a.u.
M = 324.5 g/mol
relative energy (zero: lowest compared OMol25 entry of this formula, charge and spin) = 424.0 kcal/mol
SMILES = Cc1ccccc1-c1ccc(CN2CCN(C)[C@H](CCO)C2)cc1

Geometry as XYZ:
```
52
Properties=species:S:1:pos:R:3:forces:R:3:mulliken_charge:R:1
C -3.80802 -2.04872 -1.08510 0.1 -0.9 -5.6 -1.84
C -4.67757 -1.14528 -0.48588 -5.4 -0.1 1.6 0.36
C -6.00462 -1.42467 -0.40638 -3.5 -5.3 -2.4 -0.49
C -7.03741 -0.75123 0.23706 -1.5 -10.1 -5.0 -0.85
C -6.66828 0.30133 0.67939 -1.6 14.7 9.8 -0.74
C -5.42638 0.78073 0.79341 3.9 1.7 -0.1 0.06
C -4.52287 -0.04705 0.24647 7.6 4.4 -2.8 1.17
C -3.06167 0.58298 -0.11557 -1.2 -1.4 4.9 1.05
C -2.40523 0.90371 1.07791 1.1 0.0 0.4 -0.53
C -1.01244 1.29953 1.10984 -4.0 0.4 -1.3 -0.96
C -0.47323 1.72372 -0.08174 -2.4 -4.5 -1.9 0.25
C 0.92860 2.00199 -0.05531 2.9 2.1 -0.8 -0.22
N 1.83155 1.00822 -0.98585 -4.7 12.7 -1.3 0.31
C 3.05267 1.64897 -1.32571 2.1 4.6 -2.6 -1.00
C 4.21353 1.73699 -0.33263 -12.8 -4.8 5.9 -1.18
N 4.24622 0.30718 0.31854 1.0 3.6 -8.8 0.39
C 5.22920 0.22312 1.16559 0.6 -0.7 8.8 -1.05
C 2.98390 -0.12584 0.38220 3.4 -6.8 13.5 -0.22
C 3.00834 -1.79869 1.18627 10.0 2.6 -5.2 -1.27
C 3.59675 -2.74804 -0.11789 5.2 -1.3 10.4 -0.61
O 4.93770 -2.34902 -0.44072 -0.4 -11.7 3.3 -0.50
C 2.05773 -0.15143 -0.54234 -6.5 -8.2 -1.2 -0.52
C -1.21004 1.31795 -1.36989 2.9 -0.4 1.5 -0.71
C -2.37718 0.56114 -1.32895 4.1 3.4 6.5 -1.11
H -4.26696 -3.02172 -0.95301 0.9 -0.5 0.0 0.50
H -2.81945 -1.84158 -0.85677 2.0 -0.6 0.8 0.39
H -3.84291 -1.82942 -2.29722 0.1 -0.7 2.7 0.22
H -6.44725 -2.36504 -0.91378 1.2 1.0 0.6 0.17
H -7.99189 -1.18151 0.36579 -0.9 -0.3 -0.3 0.49
H -7.32695 0.99639 1.38576 0.3 -1.5 -1.8 0.14
H -4.89587 1.74084 1.16361 -2.1 -1.4 -0.3 0.34
H -2.94160 0.80084 2.05703 0.5 0.0 -1.1 0.32
H -0.57725 1.43405 2.06427 0.8 0.1 0.7 0.47
H 1.26816 2.21565 1.07641 -0.3 -0.7 -2.7 0.20
H 0.89605 2.98497 -0.61335 1.3 -0.7 0.5 0.38
H 2.86120 2.86608 -1.64092 0.3 -3.7 0.3 0.28
H 3.53729 1.03090 -2.08911 -0.5 0.4 -0.9 0.44
H 5.07718 2.00302 -0.36343 10.1 3.4 -2.2 0.87
H 3.77347 2.33913 0.57144 0.7 -0.4 -1.1 0.34
H 6.05175 0.83370 1.05720 2.1 0.8 -1.5 0.43
H 4.92502 0.84175 2.23075 0.0 -1.0 -1.3 0.26
H 5.48211 -0.74914 1.66134 -0.1 0.6 -1.2 0.22
H 2.62524 0.28711 1.31715 -1.2 1.0 0.6 -0.06
H 3.75078 -1.86843 2.03484 -1.3 0.2 -0.9 0.34
H 2.09759 -1.98455 1.30597 -7.6 -1.7 1.6 0.90
H 3.68232 -3.79099 0.44420 -0.4 1.8 -2.2 0.34
H 2.95935 -2.58063 -0.79234 -4.8 0.3 -5.8 0.47
H 4.87500 -1.56628 -0.68611 -0.5 11.5 -3.5 0.36
H 1.01601 -0.74216 -0.20734 2.6 1.5 -0.7 0.00
H 2.35861 -0.61485 -1.40722 1.0 -2.6 -2.2 0.39
H -0.61908 1.34173 -2.34412 -0.9 0.5 1.4 0.31
H -2.90915 0.61256 -2.09374 -4.4 -1.0 -7.3 0.69
```
Positions in Å, forces in eV/Å.



(3)
C21H28N3 | ωB97M-V/def2-TZVPD

## Properties
orbital gap = 5.68 eV
electronic energy = -980.99433 a.u.
M = 322.5 g/mol
relative energy (zero: lowest compared OMol25 entry of this formula, charge and spin) = 36.2 kcal/mol
net charge = +1

Geometry as XYZ:
```
52
Properties=species:S:1:pos:R:3:forces:R:3:mulliken_charge:R:1
C 2.69674 -1.56212 1.28982 0.2 -0.1 0.0 -1.90
C 2.35067 -0.12661 1.19849 1.3 0.8 -0.2 0.31
N 3.27824 0.87906 1.15031 -0.9 -1.2 0.0 0.24
C 4.73396 0.70519 1.10193 -0.1 -0.3 0.1 -0.94
C 2.61498 2.11768 1.06566 -1.0 0.5 -0.1 -0.08
C 1.23173 1.87229 1.06196 0.2 0.7 0.2 1.38
C 0.33881 2.93830 0.89110 0.3 -0.5 0.0 -0.19
C 0.82550 4.21815 0.78705 0.2 0.1 -0.1 -0.93
C 2.19973 4.45667 0.81827 -0.2 0.1 0.0 -0.72
C 3.09717 3.42165 0.94416 0.5 -0.8 0.0 -0.98
C 1.05331 0.43673 1.16791 -2.0 -0.5 0.0 1.33
C -0.16069 -0.28180 1.08856 1.5 1.0 -0.3 -0.38
C -1.48368 0.26953 1.18784 -0.5 0.2 0.2 0.16
C -1.82940 1.29317 2.09878 0.2 -0.3 -0.2 -1.08
C -3.07844 1.86871 2.07156 0.1 -0.2 0.1 -0.26
C -4.04156 1.44768 1.15789 0.1 0.0 -0.2 0.99
C -5.35866 2.13795 1.08230 -0.4 0.0 -0.1 -1.46
C -3.73365 0.39543 0.29900 -0.1 0.2 0.0 -0.74
C -2.49428 -0.19632 0.32241 0.6 -0.1 0.2 -1.05
H 1.80738 -2.18987 1.33433 0.0 0.2 0.0 0.39
H 3.28679 -1.87768 0.42862 0.1 0.0 0.0 0.44
H 3.28254 -1.75772 2.18861 0.1 0.0 0.0 0.46
H 5.24330 1.66230 1.01680 -0.3 0.0 0.0 0.35
H 5.09038 0.20995 2.00306 -0.1 0.0 0.1 0.32
H 5.00981 0.09691 0.24289 -0.1 0.0 -0.1 0.34
H -0.71512 2.75204 0.82064 -0.1 0.1 0.0 0.40
H 0.14160 5.04235 0.66653 -0.1 0.1 0.0 0.44
H 2.55819 5.46778 0.72007 0.1 0.1 0.0 0.41
H 4.15579 3.60283 0.93147 0.3 0.2 0.0 0.29
H -0.09806 -1.31249 0.77700 0.0 -0.4 0.1 0.34
H -1.09626 1.62070 2.81740 0.1 0.1 0.1 0.60
H -3.32881 2.65661 2.76315 0.0 0.1 0.2 0.47
H -6.00123 1.68806 0.32459 0.0 0.0 0.1 0.36
H -5.88596 2.09319 2.03554 0.0 0.0 0.0 0.35
H -5.23099 3.18860 0.81917 0.0 0.0 0.1 0.34
H -4.47336 0.06597 -0.41293 -0.1 -0.1 -0.1 0.35
H -2.25240 -0.98874 -0.36698 0.0 -0.2 -0.2 0.64
C 1.59366 -2.32813 -2.24879 -0.6 0.3 0.0 -0.61
N 0.77663 -3.30908 -2.92646 -1.7 -1.0 -0.5 -0.60
N -0.65462 -3.26913 -2.53083 1.0 1.0 0.8 0.49
C -1.59057 -2.82790 -3.56387 0.9 -0.2 0.2 -1.13
C -1.07479 -4.50791 -1.88016 0.6 0.2 -0.5 -1.03
H 2.63460 -2.39466 -2.56565 -0.1 -0.2 -0.1 0.39
H 1.22768 -1.31961 -2.43763 0.1 0.4 0.1 0.27
H 1.54888 -2.51225 -1.17704 0.0 -0.1 0.1 0.00
H 0.83138 -3.22631 -3.94522 0.0 0.0 0.5 0.26
H -2.58899 -2.71915 -3.14450 0.0 -0.1 0.1 0.32
H -1.27641 -1.86718 -3.96654 0.0 0.1 0.0 0.33
H -1.62694 -3.55591 -4.37231 -0.2 -0.2 -0.4 0.38
H -2.08045 -4.40457 -1.47821 -0.1 0.2 0.0 0.34
H -1.05976 -5.32891 -2.59364 -0.1 -0.4 -0.1 0.32
H -0.39437 -4.74143 -1.06413 0.0 0.0 0.0 0.27
```
Positions in Å, forces in eV/Å.



(4)
C21H28N6O4 | ωB97M-V/def2-TZVPD

## Properties
orbital gap = 8.03 eV
electronic energy = -1446.57070 a.u.
M = 428.5 g/mol
relative energy (zero: lowest compared OMol25 entry of this formula, charge and spin) = 0.0 kcal/mol
SMILES = CCOCCn1c(N2CCN(c3ccc(OC)cc3)CC2)nc2c1c(=O)[nH]c(=O)n2C

Geometry as XYZ:
```
59
Properties=species:S:1:pos:R:3:forces:R:3:mulliken_charge:R:1
C 2.80858 0.16653 -0.79789 -0.2 0.4 0.2 -0.97
C 2.48113 1.48846 -0.12260 0.2 0.0 -0.2 -0.49
O 1.32415 1.32327 0.66986 -0.2 -0.1 0.0 -0.09
C 0.95917 2.48244 1.38030 -0.1 0.1 0.2 -0.68
C -0.25191 2.17913 2.26653 0.9 0.1 -0.1 -1.16
N -1.44802 1.98612 1.48035 -0.4 -0.3 -0.2 0.02
C -1.82996 1.00006 0.61586 -0.3 0.4 0.2 0.46
N -1.39905 -0.28046 0.58074 0.1 -0.3 0.1 0.35
C -0.57604 -0.88458 1.60490 0.1 -0.3 0.2 -0.16
C -0.80338 -2.40502 1.61986 0.1 0.3 0.2 -1.69
N -0.56821 -2.98861 0.31744 -0.4 -0.2 0.1 0.02
C 0.74857 -3.20166 -0.09978 0.3 -0.1 -0.3 1.00
C 1.71723 -3.65528 0.80555 0.0 0.1 0.0 -0.26
C 3.00789 -3.92105 0.40968 0.1 0.0 -0.2 -0.93
C 3.40015 -3.75946 -0.91798 -0.1 0.0 0.0 0.80
O 4.70937 -4.03703 -1.20154 -0.2 0.0 0.3 -0.47
C 5.14152 -3.90463 -2.53140 0.1 0.0 -0.2 -0.81
C 2.44827 -3.33998 -1.83398 0.4 -0.1 0.0 -0.86
C 1.15238 -3.06494 -1.42821 -0.3 0.1 0.2 -0.34
C -1.52631 -2.41745 -0.60631 0.1 0.3 -0.2 -1.42
C -1.32991 -0.90603 -0.73040 -0.1 -0.3 -0.3 0.07
N -2.80143 1.39461 -0.21100 -0.4 0.2 -0.3 -0.73
C -3.05835 2.67283 0.11946 1.1 0.0 0.9 0.91
C -2.24358 3.08681 1.16015 -0.6 0.0 -0.5 -0.12
C -2.32481 4.39277 1.71308 0.0 -0.3 -0.1 0.13
O -1.68040 4.88672 2.62287 0.1 0.2 0.2 -0.70
N -3.30463 5.13522 1.04419 0.0 0.4 0.2 -0.05
C -4.14548 4.77003 0.01237 0.0 0.0 0.0 0.50
O -4.95866 5.54167 -0.44638 -0.2 0.2 -0.1 -0.67
N -3.99269 3.48175 -0.45226 0.0 -0.1 0.0 -0.02
C -4.82628 2.98840 -1.52479 -0.2 0.0 -0.2 -1.06
H 3.71591 0.27025 -1.38578 0.1 0.0 -0.1 0.52
H 1.99587 -0.13424 -1.45324 -0.1 -0.1 -0.1 0.16
H 2.95533 -0.61300 -0.05473 0.0 -0.1 0.1 0.19
H 2.30749 2.27326 -0.87532 0.0 0.0 0.1 0.30
H 3.32014 1.81034 0.51390 -0.1 0.0 -0.1 0.32
H 0.71471 3.29836 0.68283 0.0 0.0 0.1 0.41
H 1.79288 2.81527 2.01688 -0.1 0.0 0.0 0.47
H -0.03409 1.31266 2.88777 -0.1 0.1 0.0 0.31
H -0.43744 3.04746 2.90417 0.0 -0.2 0.0 0.59
H -0.87822 -0.48886 2.57470 0.1 0.0 0.0 0.67
H 0.48715 -0.67656 1.42774 -0.1 0.0 0.1 0.03
H -0.15941 -2.85186 2.37399 -0.1 0.0 0.0 0.39
H -1.84211 -2.61505 1.89300 0.1 0.0 0.0 0.41
H 1.46428 -3.82320 1.84002 0.0 0.0 0.1 0.27
H 3.73981 -4.26550 1.12313 0.1 -0.1 0.1 0.42
H 4.59766 -4.57895 -3.20156 0.0 0.0 0.0 0.33
H 5.03503 -2.87484 -2.88972 0.0 0.0 0.0 0.30
H 6.19613 -4.17609 -2.52854 -0.1 0.0 -0.1 0.23
H 2.69543 -3.21186 -2.87625 0.1 0.0 -0.1 0.37
H 0.46176 -2.73878 -2.18887 -0.1 0.1 0.0 0.19
H -1.45222 -2.89798 -1.58065 0.0 0.0 0.0 0.49
H -2.52477 -2.62146 -0.20844 0.0 0.0 -0.1 0.44
H -2.10590 -0.45759 -1.34938 0.1 -0.1 0.0 0.53
H -0.34453 -0.70250 -1.17185 -0.1 0.0 0.0 -0.18
H -3.43475 6.08474 1.37447 0.0 -0.2 -0.1 0.24
H -5.34118 2.08488 -1.20018 0.0 0.0 0.0 0.31
H -4.21163 2.75149 -2.39347 -0.1 0.0 0.0 0.30
H -5.54262 3.76892 -1.77326 0.1 -0.1 0.0 0.41
```
Positions in Å, forces in eV/Å.